Entry 1:
Computed, not measured: a cluster of 2 separate species, C7H5NO2S in total, with wB97M-V/def2-TZVPD.

Output
energy relative to the best compared isomer or geometry (same formula, charge and spin): 210.0 kJ/mol
2S+1: 3
F_max: 0.059 hartree/bohr
LUMO energy (alpha / beta): 0.011 / -0.145 Ha
net charge: 0
DFT total energy: -23753.3747 eV

Last column: Löwdin spin population.
Positions of all 16 atoms, in Å:
C (3.130, -1.410, -0.074)  0.144
C (-2.472, -0.073, -0.003)  -0.019
C (-2.031, 1.226, 0.203)  0.042
C (-1.653, -1.168, -0.241)  0.040
C (-0.677, 1.490, 0.296)  0.088
C (-0.237, -0.911, -0.280)  0.088
C (0.093, 0.356, 0.034)  0.670
N (3.179, -2.519, -0.312)  0.035
O (3.203, 0.877, 1.372)  0.237
O (3.078, 1.048, -1.111)  0.265
S (2.668, 0.394, 0.123)  0.377
H (-3.516, -0.143, -0.099)  -0.001
H (-2.754, 1.953, 0.574)  0.008
H (-2.096, -1.995, -0.679)  0.007
H (-0.501, 2.474, 0.584)  0.007
H (0.586, -1.600, -0.388)  0.013

=====

Entry 2:
Computed, not measured: a structure of composition C22H27F3N7O10P2Y, with wB97M-V/def2-TZVPD.

Output
energy relative to the best compared isomer or geometry (same formula, charge and spin): 53.0 kJ/mol
F_max: 0.032 hartree/bohr
LUMO energy: 0.011 Ha
net charge: 0
DFT total energy: -81947.9520 eV

Last column: Löwdin charge in e.
Positions of all 72 atoms, in Å:
Y (0.371, 0.119, 0.194)  1.457
O (0.779, 2.232, 0.319)  -0.248
C (1.882, 2.718, 0.823)  -0.363
C (1.833, 3.790, 1.738)  -0.011
C (2.972, 4.332, 2.284)  -0.089
C (4.232, 3.833, 1.940)  -0.107
C (4.307, 2.795, 1.038)  -0.053
C (3.162, 2.232, 0.457)  -0.082
C (3.288, 1.166, -0.545)  -0.253
N (2.314, 0.439, -1.079)  -0.003
C (2.892, -0.414, -2.000)  -0.119
C (4.225, -0.196, -2.043)  -0.072
N (4.461, 0.801, -1.114)  0.115
H (0.848, 4.156, 2.013)  0.116
H (2.892, 5.147, 2.995)  0.101
H (5.134, 4.244, 2.381)  0.096
H (5.289, 2.399, 0.794)  0.099
H (2.295, -1.119, -2.559)  0.096
H (5.013, -0.652, -2.619)  0.108
H (5.352, 1.199, -0.896)  0.141
O (1.318, -3.809, 1.808)  -0.101
P (0.854, -2.289, 1.627)  0.178
O (-0.446, -2.155, 0.894)  -0.310
O (1.933, -1.475, 0.974)  -0.317
O (0.612, -1.859, 3.170)  -0.248
P (-0.226, -0.445, 3.343)  0.222
O (0.186, -0.024, 4.825)  -0.102
O (-1.688, -0.680, 3.266)  -0.288
O (0.412, 0.505, 2.356)  -0.349
H (1.181, -4.111, 2.723)  0.092
H (-0.565, -0.195, 5.419)  0.087
F (-2.879, 4.890, -4.657)  0.146
C (-2.291, 3.791, -5.171)  -0.579
F (-3.217, 3.126, -5.886)  0.137
F (-1.330, 4.204, -6.018)  0.145
C (-1.716, 2.938, -4.079)  -0.116
C (-2.309, 1.742, -3.719)  0.016
C (-1.743, 1.016, -2.684)  -0.120
N (-0.660, 1.420, -2.015)  0.049
C (-0.097, 2.576, -2.379)  -0.087
C (-0.588, 3.366, -3.404)  0.025
H (-3.183, 1.374, -4.238)  0.120
H (-2.174, 0.073, -2.379)  0.081
H (0.775, 2.873, -1.811)  0.105
H (-0.099, 4.296, -3.666)  0.129
N (-4.922, 0.162, -0.282)  -0.001
C (-4.364, 0.916, 0.866)  -0.242
C (-2.950, 1.377, 0.568)  -0.231
N (-1.996, 0.269, 0.498)  -0.046
H (-5.912, 0.007, -0.138)  0.077
H (-4.538, -1.772, -1.182)  0.093
H (-4.845, 0.724, -1.122)  0.071
H (-4.337, 0.252, 1.729)  0.116
H (-4.978, 1.781, 1.123)  0.108
H (-2.631, 2.065, 1.350)  0.125
H (-2.936, 1.931, -0.374)  0.100
H (-2.363, -0.456, -0.114)  0.043
H (-1.981, -0.164, 1.434)  0.035
C (0.871, -3.957, -1.731)  0.016
N (-0.577, -3.679, -1.731)  -0.014
C (-1.496, -4.674, -1.706)  -0.023
C (-2.819, -4.425, -1.598)  0.030
C (-3.177, -3.058, -1.482)  -0.375
O (-4.439, -2.750, -1.299)  0.116
N (-2.300, -2.089, -1.557)  0.196
C (-0.982, -2.352, -1.680)  -0.498
O (-0.103, -1.481, -1.706)  -0.062
H (1.036, -4.967, -1.366)  0.096
H (1.369, -3.254, -1.075)  0.069
H (1.288, -3.853, -2.732)  0.100
H (-1.105, -5.680, -1.772)  0.137
H (-3.559, -5.210, -1.575)  0.119